Entry 1:
Formula: C3H7NO4
Source: the OMol25 dataset
Level of theory: ωB97M-V with the def2-TZVPD basis set

Calculated values
- Lowest unoccupied orbital energy (alpha / beta): -4.710 / -10.420 eV
- Total charge: +1
- HOMO (alpha / beta): -15.99 / -15.89 eV
- Kohn-Sham gap (alpha / beta): 11.28 / 5.47 eV
- ⟨S²⟩: 0.78
- Multiplicity: 2
- ΔE to the lowest compared entry with this formula, charge and spin: 187.7 kJ/mol
- E: -12893.4883 eV

Structure (XYZ):
```
15
Properties=species:S:1:pos:R:3:forces:R:3:lowdin_charge:R:1
O -1.321308 -2.307412 0.004818 -0.3 0.4 -0.5 0.24
C -0.622712 -1.448419 -0.439990 1.9 0.1 0.5 -0.36
N -0.705293 -0.183021 0.326968 -3.9 -2.7 3.4 0.33
C -0.283574 1.038122 0.020342 -0.7 1.9 0.1 -0.67
O -0.728520 2.059145 0.671607 -4.0 -0.6 4.2 0.19
O 0.458927 1.223737 -0.883829 2.3 0.0 -2.9 0.25
C 0.516111 -1.459944 -1.386149 1.6 -3.5 0.1 0.03
H -1.444563 -0.281477 1.180317 2.2 -0.1 -2.3 0.27
H -1.507621 1.733113 1.365531 2.8 1.8 -2.4 0.25
H 0.581773 -2.549881 -1.879928 0.0 2.6 1.3 0.17
H 0.513087 -0.719730 -2.115465 -0.8 1.1 -1.6 0.06
H 1.491234 -1.119596 -0.862705 -1.5 -1.2 -0.2 0.14
H 1.711303 1.373957 1.879906 1.0 -1.2 -1.0 0.10
H 2.151899 1.064330 0.416134 0.4 0.3 -0.1 0.03
O 2.063525 0.649765 1.277680 -1.2 1.0 1.3 -0.04
```
Forces are in eV/Å.


Entry 2:
Formula: C3H7NO4P
Source: the OMol25 dataset
Level of theory: ωB97M-V with the def2-TZVPD basis set

Calculated values
- Lowest unoccupied orbital energy: 3.428 eV
- Total charge: -1
- HOMO: -5.60 eV
- Kohn-Sham gap: 9.02 eV
- ΔE to the lowest compared entry with this formula, charge and spin: 68.0 kJ/mol
- E: -22195.5350 eV

Structure (XYZ):
```
16
Properties=species:S:1:pos:R:3:forces:R:3:lowdin_charge:R:1
C -0.992759 0.759119 0.569492 0.9 1.5 1.3 -0.19
C -2.217810 1.136962 1.331480 -2.1 1.2 -1.5 -0.17
C -2.585183 -0.893849 0.230541 -2.9 -0.5 0.5 -0.18
N -1.379255 -0.559269 0.151262 6.6 -0.8 -1.7 -0.02
O 2.843353 -0.511903 -2.437304 -0.5 -0.6 1.6 -0.30
O 3.816931 -1.577083 -0.226767 -0.4 -0.2 0.0 -0.44
O 1.218192 -1.363624 -0.494202 1.1 0.9 -0.1 -0.42
O -3.188511 0.136559 0.871168 -1.2 0.4 0.4 -0.16
P 2.623783 -0.849000 -0.737907 0.5 1.0 -1.9 0.29
H -0.635196 1.454797 -0.221307 -1.0 -0.6 -0.1 0.13
H -0.162778 0.878520 1.251661 0.6 -1.1 0.3 0.11
H -2.309172 1.128481 2.417127 0.8 -0.1 0.0 0.11
H -2.561181 2.112279 0.936960 -0.2 -0.3 0.6 0.11
H 2.925403 0.570455 -0.584048 -1.0 -0.7 0.7 0.02
H -0.532064 -1.091196 -0.222635 -1.4 0.2 0.3 0.10
H 3.136248 -1.331249 -2.835523 0.1 -0.4 -0.3 0.00
```
Forces are in eV/Å.


Entry 3:
Formula: C3H7NO4S
Source: the OMol25 dataset
Level of theory: ωB97M-V with the def2-TZVPD basis set

Calculated values
- Lowest unoccupied orbital energy: 0.351 eV
- HOMO: -9.46 eV
- Kohn-Sham gap: 9.81 eV
- ΔE to the lowest compared entry with this formula, charge and spin: 239.4 kJ/mol
- E: -23737.3818 eV

Structure (XYZ):
```
16
Properties=species:S:1:pos:R:3:forces:R:3:lowdin_charge:R:1
C 0.225787 -0.222599 1.183281 -0.8 3.8 -5.3 -0.44
C -0.489667 -0.929657 -0.030044 -1.7 -3.1 5.1 -0.33
C 1.563990 0.388341 0.753402 0.1 1.0 2.9 -0.45
H 0.494910 -1.516135 2.519134 -0.4 0.1 0.9 0.12
H -0.888246 -0.637117 2.700588 -0.3 -0.1 0.5 0.10
H -0.372782 0.700538 1.029828 0.4 0.4 0.7 0.14
H -0.104868 -2.015541 -0.259679 -0.9 2.3 0.1 0.15
H -1.714201 -0.942815 0.280178 3.3 -0.7 -0.3 0.17
H -2.160366 1.441667 -1.759061 0.6 -0.4 2.4 0.11
H 1.878235 0.888321 2.675313 0.7 0.6 -2.6 0.14
N 0.087695 -0.575850 2.476071 0.6 -2.5 2.5 0.07
O -1.820865 1.092145 -0.849233 -0.7 -0.2 -2.3 -0.32
O -1.477714 -1.171533 -2.125672 -0.7 0.7 -0.7 -0.47
O 2.256033 1.149758 1.740732 -1.9 -2.2 1.0 0.04
O 1.887770 0.419077 -0.375233 0.9 0.0 -1.4 0.12
S -0.769312 -0.076254 -1.442711 0.6 0.4 -3.5 0.86
```
Forces are in eV/Å.


Entry 4:
Formula: C3H7NO4S2
Source: the OMol25 dataset
Level of theory: ωB97M-V with the def2-TZVPD basis set

Calculated values
- Lowest unoccupied orbital energy: -0.385 eV
- HOMO: -9.77 eV
- Kohn-Sham gap: 9.38 eV
- ΔE to the lowest compared entry with this formula, charge and spin: 2.6 kJ/mol
- E: -34573.3380 eV

Structure (XYZ):
```
17
Properties=species:S:1:pos:R:3:forces:R:3:lowdin_charge:R:1
C -0.047095 -0.002700 -0.262508 -0.4 -1.3 0.5 -0.46
C 1.064334 0.240158 0.711166 0.0 1.4 -0.1 -0.83
C 0.303939 -1.215121 -1.068823 0.7 -2.0 -1.1 -0.04
N -2.156046 -0.463479 1.673367 -1.9 -0.1 0.7 0.00
O 1.270328 3.214287 -1.318763 -0.1 -1.9 0.6 -0.21
O 2.088609 0.968156 -2.114096 -0.7 1.7 2.0 -0.24
O -0.147270 1.091250 -1.131339 1.1 2.7 0.3 -0.15
O 1.763219 1.387312 0.341603 -0.4 0.1 -0.6 -0.17
S 1.540971 -0.515406 2.004288 0.0 -0.9 1.0 0.86
S 1.338447 1.786555 -1.158432 0.0 -0.4 -3.4 0.70
H -1.039889 -0.196568 0.255038 1.4 0.8 -0.3 0.10
H 0.649910 -0.962102 -2.121849 -0.7 -0.2 1.4 0.11
H -0.616829 -1.828280 -1.081745 0.8 -0.2 -0.4 0.09
H 1.153007 -1.781835 -0.594521 -1.0 0.3 -0.5 0.09
H -2.211806 0.244812 2.432742 0.2 -0.8 -0.7 0.05
H -3.155353 -0.618164 1.372978 1.5 0.1 0.5 0.06
H -1.798477 -1.348874 2.060894 -0.3 0.7 -0.1 0.04
```
Forces are in eV/Å.


Entry 5:
Formula: C3H7NO6
Source: the OMol25 dataset
Level of theory: ωB97M-V with the def2-TZVPD basis set

Calculated values
- Lowest unoccupied orbital energy: 0.263 eV
- HOMO: -9.11 eV
- Kohn-Sham gap: 9.37 eV
- SMILES: O=[N+]([O-])O.O/C=C(\O)CO
- ΔE to the lowest compared entry with this formula, charge and spin: 573.0 kJ/mol
- E: -16993.5354 eV

Structure (XYZ):
```
17
Properties=species:S:1:pos:R:3:forces:R:3:lowdin_charge:R:1
O -3.716537 -1.270459 -0.526626 -3.2 -1.2 -1.8 0.16
N -2.822940 -0.687287 -0.101002 3.0 2.7 1.0 -0.50
O -1.962793 -1.093410 0.610079 1.5 -0.3 1.2 0.09
O -2.739587 0.669297 -0.466653 0.2 1.4 -0.3 0.03
H -1.899722 1.288887 -0.213843 -1.5 -2.5 -0.3 0.13
O -0.437971 2.198181 -0.073268 -0.8 -0.9 0.7 -0.02
C 0.306148 1.082494 -0.502709 0.6 1.2 0.8 -0.12
C 1.175683 0.370386 0.192520 -1.0 -0.5 -1.0 -0.33
O 1.193552 0.579446 1.509902 0.1 1.3 1.2 0.08
C 2.021218 -0.713665 -0.474526 -0.6 0.6 3.2 -0.16
O 1.373264 -1.978942 -0.486802 0.2 1.3 -3.4 -0.01
H -0.650426 2.208958 0.891401 0.9 -0.3 -0.8 0.13
H 0.249748 0.944937 -1.531848 -0.3 0.1 -1.6 0.12
H 1.440408 -0.168755 2.020490 0.4 -1.1 0.5 0.10
H 2.252434 -0.278030 -1.431844 0.3 -0.9 -0.6 0.12
H 2.875323 -0.775387 0.244472 0.2 0.1 -1.1 0.14
H 1.342190 -2.376647 0.340260 0.1 -0.8 2.4 0.05
```
Forces are in eV/Å.


Entry 6:
Formula: C3H7NOS
Source: the OMol25 dataset
Level of theory: ωB97M-V with the def2-TZVPD basis set

Calculated values
- Lowest unoccupied orbital energy: 6.324 eV
- Total charge: -2
- HOMO: 1.33 eV
- Kohn-Sham gap: 4.99 eV
- SMILES: N[C@@H](C[O-])C[S-]
- ΔE to the lowest compared entry with this formula, charge and spin: 113.8 kJ/mol
- E: -17593.7509 eV

Structure (XYZ):
```
13
Properties=species:S:1:pos:R:3:forces:R:3:lowdin_charge:R:1
N 0.088892 1.552749 -0.058789 1.8 0.1 -2.2 -0.05
C 0.373853 0.099638 -0.348072 -1.7 0.1 2.7 -0.48
C 0.975025 -0.395251 1.014237 0.2 -0.7 -0.1 -0.57
O 0.898131 -1.715249 1.233187 0.9 -0.7 -0.2 -0.40
C -0.870715 -0.720819 -0.627957 -0.8 -0.9 0.0 -0.78
S -2.188439 0.222383 -1.370021 -1.5 0.6 -1.1 -0.01
H -0.177190 1.930551 -0.967859 0.0 0.2 0.1 -0.01
H -0.754147 1.713520 0.452095 -0.6 -0.8 0.5 0.00
H 1.092802 -0.108001 -1.146798 0.2 0.8 0.0 0.11
H 0.576471 0.083043 1.959268 -0.3 0.9 -0.9 0.08
H 1.944229 0.104540 0.806857 1.2 -0.2 1.0 0.05
H -1.249448 -1.147616 0.311075 0.3 0.2 -0.1 0.03
H -0.709466 -1.619486 -1.257222 0.5 0.5 0.3 0.03
```
Forces are in eV/Å.


- Which value of E does entry 5 give?
  -16993.5354 eV